78
Properties=species:S:1:pos:R:3:lowdin_charge:R:1 method="wB97M-V/def2-TZVPD" energy_ev=-47040.618 max_force_ev_per_a=2.16 total_charge=0 multiplicity=1 smiles=OCCO.OCCO.OCCO.OCCO.OCCO.OCCO.CO.CO.CO homo_lumo_gap_ev=9.51 de_lowest_kcal_mol=34.24 lumo_energy_ha=-0.0073
O -6.01 -1.46 2.09 -0.039
C -5.14 -0.48 2.63 -0.248
C -4.01 -0.08 1.72 -0.274
O -3.24 -1.15 1.27 -0.062
H -6.40 -1.01 1.32 0.084
H -5.71 0.41 2.93 0.122
H -4.67 -0.79 3.57 0.119
H -3.36 0.63 2.25 0.132
H -4.43 0.57 0.93 0.093
H -3.79 -1.93 1.10 0.104
O 2.23 -4.70 -0.06 -0.059
C 2.50 -3.51 -0.78 -0.252
C 3.26 -2.50 0.06 -0.226
O 2.50 -2.13 1.23 -0.068
H 2.28 -4.45 0.87 0.073
H 3.16 -3.66 -1.65 0.117
H 1.57 -3.11 -1.20 0.113
H 3.43 -1.56 -0.49 0.100
H 4.25 -2.88 0.32 0.122
H 2.43 -1.18 1.18 0.027
O -0.16 -4.09 1.97 -0.061
C -1.40 -3.63 2.50 -0.252
C -1.42 -3.77 4.01 -0.226
O -2.67 -3.29 4.52 -0.071
H -0.30 -4.91 1.49 0.084
H -1.58 -2.60 2.17 0.091
H -2.25 -4.18 2.06 0.128
H -0.59 -3.19 4.43 0.122
H -1.31 -4.82 4.30 0.120
H -2.94 -2.55 3.97 0.054
O 2.77 0.90 2.57 -0.037
C 3.80 1.03 1.65 -0.281
C 5.23 0.89 2.16 -0.230
O 5.53 1.79 3.23 -0.058
H 1.95 0.95 2.07 0.055
H 3.74 0.26 0.86 0.093
H 3.77 2.04 1.21 0.118
H 5.95 1.00 1.34 0.118
H 5.34 -0.13 2.55 0.122
H 5.81 2.59 2.78 0.081
O 3.65 4.34 -0.79 -0.069
C 2.76 5.17 -1.51 -0.237
C 1.40 5.21 -0.77 -0.239
O 0.87 3.89 -0.67 -0.066
H 3.32 3.44 -0.84 0.040
H 3.23 6.14 -1.64 0.119
H 2.47 4.67 -2.45 0.110
H 0.68 5.90 -1.21 0.117
H 1.64 5.59 0.23 0.119
H 0.21 3.86 -1.36 0.085
O -5.24 -0.36 -1.08 -0.059
C -4.00 0.11 -1.58 -0.256
C -4.17 1.28 -2.52 -0.240
O -2.90 1.69 -3.01 -0.061
H -5.70 0.41 -0.73 0.084
H -3.28 0.33 -0.78 0.101
H -3.60 -0.69 -2.19 0.131
H -4.71 2.12 -2.05 0.123
H -4.88 1.07 -3.33 0.129
H -3.05 2.28 -3.75 0.100
C 2.71 1.00 -2.43 -0.131
O 1.71 0.06 -2.10 -0.123
H 2.31 1.77 -3.11 0.083
H 3.10 1.47 -1.53 0.061
H 3.54 0.56 -3.00 0.087
H 1.03 0.01 -2.78 0.032
C -0.19 -0.13 0.31 -0.109
O 0.72 0.96 0.48 -0.132
H 0.41 -1.03 0.13 0.071
H -0.78 -0.30 1.21 0.073
H -0.82 -0.07 -0.58 0.067
H 1.20 0.99 -0.36 0.037
C -0.41 -0.18 -4.50 -0.158
O -0.98 -0.60 -3.29 -0.122
H 0.11 -1.06 -4.89 0.095
H -1.13 0.14 -5.26 0.085
H 0.33 0.63 -4.39 0.071
H -1.65 0.03 -2.99 0.035